Record 1
This record from OMol25 describes C3H3NO2S in the gas phase at a distorted geometry. The level of theory is ωB97M-V with the def2-TZVPD basis set.

Calculated values
- Energy above the lowest of the compared OMol25 structures with the same formula, charge and spin: 4.012 eV

The geometry in ORCA input format:
```
! RIJCOSX wB97M-V def2-TZVPD def2/J DEFGRID3
* xyz 0 1
C 1.923 0.697 0.016
C 0.773 -0.069 -0.396
C -1.198 -0.880 0.571
N 2.844 1.314 0.289
O -1.650 1.470 -0.283
O 0.085 -0.657 0.781
S -2.350 0.205 0.106
H -0.075 0.547 -0.889
H 1.068 -0.710 -1.214
H -1.420 -1.918 1.020
*
```

=====

Record 2
This record from OMol25 describes a molecular structure, C13H26I2NOP2Pb at a distorted geometry. The level of theory is ωB97M-V with the def2-TZVPD basis set.

Calculated values
- Energy above the lowest of the compared OMol25 structures with the same formula, charge and spin: 2.426 eV

The geometry in ORCA input format:
```
! RIJCOSX wB97M-V def2-TZVPD def2/J DEFGRID3
* xyz 3 1
I 3.433 0.601 -1.915
I -2.753 -0.200 -1.177
Pb 0.215 0.863 -1.784
P 0.545 2.299 0.423
C 1.237 2.006 2.060
C 1.628 3.602 -0.229
H 1.530 4.511 0.375
H -1.038 4.012 1.170
H 1.417 3.834 -1.277
H -1.573 3.241 -0.336
H 2.219 1.552 1.905
H 2.657 3.234 -0.196
C -1.089 3.060 0.628
H 1.472 2.889 2.669
H -1.773 2.387 1.149
H 0.531 1.337 2.561
P 0.094 -1.326 -3.245
C 0.543 -3.004 -2.778
C -1.592 -1.366 -3.951
H 1.015 0.232 -4.861
H 0.854 -1.374 -5.585
H 2.183 -0.991 -4.440
C 1.125 -0.840 -4.666
H -1.958 -0.343 -4.069
H -1.681 -1.888 -4.908
H 0.435 -3.711 -3.603
H -0.089 -3.336 -1.955
H -2.276 -1.816 -3.223
H 1.573 -3.036 -2.429
C 1.073 -1.360 -0.213
O 1.517 -2.369 0.121
C 1.683 -1.267 2.834
C 0.270 -0.967 2.834
C -0.338 -0.535 4.093
C -1.535 0.108 3.698
C -1.729 -0.368 2.358
C -3.001 -1.020 2.074
N -0.529 -0.792 1.775
H 2.317 -0.735 2.094
H 1.700 -2.365 2.780
H 1.982 -0.894 3.832
H -0.096 -1.060 5.024
H -2.196 0.729 4.232
H -2.898 -1.880 1.423
H -3.735 -0.309 1.676
H -3.369 -1.346 3.050
*
```

=====

Record 3
This record from OMol25 describes a molecular structure, C6H14N2O at a distorted geometry. The level of theory is ωB97M-V with the def2-TZVPD basis set.

Calculated values
- Energy above the lowest of the compared OMol25 structures with the same formula, charge and spin: 6.189 eV

The geometry in ORCA input format:
```
! RIJCOSX wB97M-V def2-TZVPD def2/J DEFGRID3
* xyz 0 1
C 1.183 -0.689 1.296
C 0.589 -1.876 0.947
C 2.396 -0.151 0.621
N -0.860 1.823 1.518
O -0.347 1.136 0.396
H 0.867 -0.176 2.188
H -0.747 2.824 1.364
H -1.856 1.618 1.599
H -0.005 -2.375 1.705
H 1.195 -2.591 0.400
H -0.442 -1.612 -0.279
H 2.290 0.919 0.455
H 2.577 -0.643 -0.333
H 3.270 -0.308 1.261
C -0.454 0.650 -1.988
C -1.374 -1.351 -1.208
C -0.988 1.519 -0.921
N -0.760 -0.586 -2.176
H 0.220 1.101 -2.709
H -2.193 -0.878 -0.654
H -1.720 -2.303 -1.606
H -2.068 1.374 -0.776
H -0.774 2.578 -1.101
*
```

=====

Record 4
This record from OMol25 describes C3H4O2 in the gas phase at a distorted geometry. The level of theory is ωB97M-V with the def2-TZVPD basis set.

Calculated values
- Energy above the lowest of the compared OMol25 structures with the same formula, charge and spin: 1.841 eV

The geometry in ORCA input format:
```
! RIJCOSX wB97M-V def2-TZVPD def2/J DEFGRID3
* xyz 0 1
O 0.317 2.005 0.394
C 0.053 0.861 0.161
C 1.034 -0.273 0.051
O -0.117 -1.230 -0.233
C -1.121 -0.232 -0.151
H 1.574 -0.521 0.981
H 1.747 -0.200 -0.788
H -1.658 -0.045 -1.095
H -1.834 -0.366 0.678
*
```

=====

> The highest energy above the lowest of the compared OMol25 structures with the same formula, charge and spin belongs to which entry?

C6H14N2O